(1)
This record from the Open Molecules 2025 dataset describes a molecular structure, C6H7F6N2O4RbS2 at a distorted geometry. The level of theory is ωB97M-V with the def2-TZVPD basis set.

Properties
E_tot (hartree): -2062.5785
Expectation value of S²: 0.76
2S+1: 2
Frontier orbital gap (alpha / beta) (hartree): 0.40702 / 0.21453
E_LUMO (alpha / beta) (eV): -3.3621 / -8.6000
Net charge: +1

CARTESIAN COORDINATES (ANGSTROEM)
Rb (-14.33563, -9.34361, -4.76067)
C (-12.93242, -10.27903, -1.32400)
F (-11.67535, -10.37032, -1.79583)
F (-12.97808, -10.09387, -0.03634)
F (-13.58475, -9.23792, -1.85386)
S (-13.89919, -11.89658, -1.73623)
O (-13.16753, -12.94242, -1.04330)
O (-15.25266, -11.57859, -1.26392)
N (-13.79557, -11.86805, -3.49304)
S (-14.10687, -13.33009, -3.85486)
O (-13.05231, -14.27464, -3.49495)
O (-15.50933, -13.72451, -3.58396)
C (-14.03278, -13.32253, -5.82655)
F (-12.83585, -12.85369, -6.09828)
F (-14.10266, -14.57836, -6.31360)
F (-14.96373, -12.49253, -6.33659)
C (-20.21506, -6.91261, -3.65840)
C (-20.70266, -8.30406, -4.00435)
C (-19.67976, -9.42969, -3.63955)
C (-18.23976, -9.13438, -3.78304)
N (-17.09174, -8.87098, -3.83134)
H (-20.75442, -6.15576, -4.22796)
H (-19.21252, -6.63466, -3.98363)
H (-20.31788, -6.71743, -2.59095)
H (-21.14986, -8.34893, -4.99737)
H (-21.55901, -8.53924, -3.37231)
H (-19.92234, -10.45291, -3.92640)
H (-19.70568, -9.48467, -2.55125)

Electronic structure analysis, natural (NBO) charges in units of e:
1. Rb 0.980
2. C 0.792
3. F -0.294
4. F -0.261
5. F -0.327
6. S 2.032
7. O -0.792
8. O -0.813
9. N -0.905
10. S 2.060
11. O -0.694
12. O -0.696
13. C 0.796
14. F -0.301
15. F -0.275
16. F -0.311
17. C -0.633
18. C -0.386
19. C -0.530
20. C 0.405
21. N -0.496
22. H 0.235
23. H 0.213
24. H 0.219
25. H 0.225
26. H 0.224
27. H 0.272
28. H 0.262

***

(2)
This record from the Open Molecules 2025 dataset describes 2 unconnected molecules or ions with the total composition FH3OP2 at a distorted geometry. The level of theory is ωB97M-V with the def2-TZVPD basis set.

Properties
E_tot (hartree): -859.5852
2S+1: 1
Frontier orbital gap (hartree): 0.31451
E_LUMO (eV): -0.5922
Net charge: 0
ΔE to the lowest compared entry with this formula, charge and spin (kJ/mol): 121.3

CARTESIAN COORDINATES (ANGSTROEM)
O (1.49792, 0.72217, -0.72679)
F (-1.14113, 1.31821, 1.53333)
P (-1.67276, -1.34750, 1.04347)
P (-1.28037, 0.45327, 0.11851)
H (2.01518, -0.07327, -0.34087)
H (2.16255, 0.91384, -1.43353)
H (-1.58140, -1.98673, -0.19411)

Electronic structure analysis, natural (NBO) charges in units of e:
1. O -0.938
2. F -0.605
3. P -0.130
4. P 0.761
5. H 0.472
6. H 0.473
7. H -0.034

***

(3)
This record from the Open Molecules 2025 dataset describes a molecular structure, C22H62CaN2O14S at a distorted geometry. The level of theory is ωB97M-V with the def2-TZVPD basis set.

Properties
E_tot (hartree): -3114.1256
2S+1: 1
Frontier orbital gap (hartree): 0.30889
E_LUMO (eV): -0.1687
Net charge: 0
ΔE to the lowest compared entry with this formula, charge and spin (kJ/mol): 104.1

CARTESIAN COORDINATES (ANGSTROEM)
Ca (-11.75860, 18.41714, 38.82713)
S (-14.32514, 18.34645, 37.46713)
O (-14.73389, 17.66385, 36.24062)
O (-15.48353, 18.99680, 38.06983)
O (-13.68731, 17.41723, 38.42416)
O (-13.22985, 19.30066, 37.30624)
C (-14.72434, 15.36501, 33.91287)
O (-15.00217, 15.23105, 35.28012)
H (-14.50951, 14.42202, 33.41016)
H (-15.52468, 15.91473, 33.41754)
H (-13.83165, 15.98984, 33.88457)
H (-14.92883, 16.06547, 35.74909)
C (-16.33697, 22.04030, 36.91721)
O (-16.83852, 21.29851, 38.02334)
H (-17.03396, 22.83759, 36.65904)
H (-15.42718, 22.49249, 37.31207)
H (-16.19077, 21.34214, 36.09301)
H (-16.40456, 20.44762, 38.11962)
C (-16.44684, 18.58338, 41.24431)
O (-15.47905, 17.79993, 40.57108)
H (-16.59698, 19.55796, 40.77984)
H (-17.43692, 18.13037, 41.19297)
H (-16.16761, 18.59026, 42.29792)
H (-15.46915, 18.11374, 39.66388)
C (-16.05014, 14.74800, 38.55312)
O (-14.76082, 14.75088, 39.13519)
H (-16.43927, 15.76548, 38.59087)
H (-16.11432, 14.35081, 37.54010)
H (-16.85225, 14.23078, 39.07961)
H (-14.36909, 15.57119, 38.82657)
C (-10.05052, 15.21266, 39.31227)
O (-10.80822, 16.26084, 39.92076)
C (-11.62407, 15.89307, 41.06483)
C (-11.86399, 17.24738, 41.88173)
N (-12.59565, 18.20554, 41.03211)
C (-12.75288, 19.50573, 41.78169)
C (-13.24559, 20.62975, 40.91099)
O (-12.41260, 20.77287, 39.77129)
C (-12.92467, 21.82536, 38.94216)
H (-9.57602, 15.59146, 38.40703)
H (-10.64100, 14.30993, 39.15567)
H (-9.18654, 14.89379, 39.89534)
H (-11.14695, 15.11447, 41.66002)
H (-12.64547, 15.55504, 40.88993)
H (-10.89647, 17.61484, 42.22374)
H (-12.35589, 17.08505, 42.84079)
H (-13.56132, 17.91067, 41.05722)
H (-11.86146, 19.84719, 42.30785)
H (-13.40509, 19.33159, 42.63750)
H (-13.28289, 21.56968, 41.46167)
H (-14.25765, 20.46754, 40.54017)
H (-13.88989, 21.60449, 38.48647)
H (-12.34600, 21.97703, 38.03098)
H (-12.95779, 22.77306, 39.47961)
C (-12.02971, 15.65509, 36.85099)
O (-11.25301, 16.80641, 37.07051)
C (-10.65440, 17.39675, 35.94336)
C (-9.69461, 18.46756, 36.41425)
N (-10.42324, 19.45316, 37.22543)
C (-9.62794, 20.68218, 37.53822)
C (-9.54141, 21.64859, 36.33801)
O (-8.51250, 21.23925, 35.44013)
C (-8.28477, 22.15314, 34.37880)
H (-11.38984, 14.84190, 36.50837)
H (-12.71189, 15.73244, 36.00439)
H (-12.52446, 15.32232, 37.76346)
H (-11.37965, 17.79376, 35.23308)
H (-9.99116, 16.73300, 35.38871)
H (-9.37642, 18.87867, 35.45621)
H (-8.89636, 18.04925, 37.02737)
H (-11.24641, 19.71161, 36.70037)
H (-8.67461, 20.36858, 37.96354)
H (-10.12781, 21.25400, 38.32006)
H (-9.37788, 22.64795, 36.74128)
H (-10.52275, 21.78569, 35.88386)
H (-7.52761, 21.75030, 33.70609)
H (-7.95666, 23.16632, 34.61095)
H (-9.19485, 22.33645, 33.80761)
C (-18.19554, 17.96725, 36.03976)
C (-17.60178, 17.35988, 34.74783)
C (-18.62411, 17.14552, 33.61338)
O (-16.57302, 18.23159, 34.35708)
H (-17.38731, 18.09810, 36.75930)
H (-18.79099, 17.20128, 36.53657)
H (-18.69727, 18.91347, 35.83716)
H (-17.20283, 16.39296, 35.05445)
H (-18.24854, 16.55704, 32.77627)
H (-19.08136, 18.06468, 33.24709)
H (-19.45988, 16.59281, 34.04246)
H (-15.86807, 18.12797, 35.00043)
C (-13.52077, 22.52262, 33.54222)
C (-13.33216, 21.18493, 34.22950)
C (-12.15528, 20.30947, 33.72693)
O (-13.19201, 21.45050, 35.58439)
H (-14.43569, 23.05730, 33.79747)
H (-13.68352, 22.37346, 32.47482)
H (-12.66882, 23.16351, 33.76929)
H (-14.22423, 20.60043, 34.00442)
H (-12.14431, 20.29865, 32.63704)
H (-12.09874, 19.27622, 34.06939)
H (-11.17341, 20.67541, 34.02715)
H (-13.42471, 20.68390, 36.11333)

Atom charges from the Mulliken analysis, given in e for atoms 1 to 99:
1. Ca 1.802
2. S 1.364
3. O -0.045
4. O -0.380
5. O 0.091
6. O -0.208
7. C -0.388
8. O -0.586
9. H 0.270
10. H 0.136
11. H 0.018
12. H 0.455
13. C -0.403
14. O -0.721
15. H 0.398
16. H 0.206
17. H 0.069
18. H 0.435
19. C -0.936
20. O -0.616
21. H 0.288
22. H 0.272
23. H 0.326
24. H -0.013
25. C -0.422
26. O -0.653
27. H 0.006
28. H 0.210
29. H 0.403
30. H -0.182
31. C -0.993
32. O -0.228
33. C -0.463
34. C -0.967
35. N 0.007
36. C -1.179
37. C -0.285
38. O -0.174
39. C -0.696
40. H 0.144
41. H 0.412
42. H 0.356
43. H 0.585
44. H 0.125
45. H 0.392
46. H 0.534
47. H -0.113
48. H 0.492
49. H 0.520
50. H 0.557
51. H 0.090
52. H -0.055
53. H -0.046
54. H 0.540
55. C -0.565
56. O 0.462
57. C -0.421
58. C -0.791
59. N 0.410
60. C -1.151
61. C -0.486
62. O -0.342
63. C -0.791
64. H 0.454
65. H -0.281
66. H 0.229
67. H -0.066
68. H 0.456
69. H 0.361
70. H 0.360
71. H -0.486
72. H 0.582
73. H 0.218
74. H 0.667
75. H 0.137
76. H 0.260
77. H 0.313
78. H 0.272
79. C -0.886
80. C 1.043
81. C -1.624
82. O -0.623
83. H -0.068
84. H 0.399
85. H 0.297
86. H 0.005
87. H 0.344
88. H 0.351
89. H 0.399
90. H 0.347
91. C -1.724
92. C 1.397
93. C -0.748
94. O -0.479
95. H 0.366
96. H 0.426
97. H 0.324
98. H 0.076
99. H 0.512